Here is 6 unconnected molecules or ions with the total composition C21H57O17PS5 from OMol25. Energies are from ωB97M-V with the def2-TZVPD basis set.

Calculated values
**LUMO energy**: 0.360 eV
**Calculated total energy**: -4445.58089 Eh
**SMILES**: CCCCO[PH3]CCO.CCOS(C)(=O)=O.CCOS(C)(=O)=O.CCOS(C)(=O)=O.CCOS(C)(=O)=O.CCOS(C)(=O)=O
**Kohn-Sham gap**: 9.466 eV

Element x y z (Å)
1 C -4.212 -0.545 2.432
2 C -5.403 -0.658 1.482
3 C -4.974 -0.614 0.005
4 C -5.539 -1.716 -0.887
5 O -5.177 -3.034 -0.496
6 P -3.494 -3.408 -0.473
7 C -1.638 -3.718 -0.425
8 C -0.955 -2.494 0.175
9 O 0.124 -2.877 1.035
10 H -3.565 0.283 2.121
11 H -4.511 -0.356 3.463
12 H -3.604 -1.454 2.424
13 H -5.966 -1.574 1.687
14 H -6.084 0.173 1.686
15 H -5.284 0.332 -0.452
16 H -3.879 -0.609 -0.050
17 H -5.206 -1.548 -1.923
18 H -6.632 -1.675 -0.904
19 H -3.831 -4.721 -0.830
20 H -3.310 -2.461 -1.514
21 H -3.472 -3.118 0.906
22 H -1.404 -4.591 0.193
23 H -1.289 -3.921 -1.443
24 H -1.677 -1.892 0.746
25 H -0.558 -1.837 -0.607
26 H 0.118 -2.314 1.818
27 C 0.792 1.553 -2.782
28 C 1.140 1.855 -1.347
29 O 0.424 3.015 -0.819
30 S -1.105 2.825 -0.473
31 C -1.282 4.206 0.600
32 O -1.248 1.602 0.268
33 O -1.914 3.022 -1.635
34 H -0.243 1.230 -2.892
35 H 1.457 0.760 -3.121
36 H 0.952 2.428 -3.412
37 H 0.938 1.011 -0.688
38 H 2.186 2.134 -1.240
39 H -0.665 4.049 1.479
40 H -2.335 4.252 0.869
41 H -0.988 5.101 0.059
42 C -8.479 -4.748 -0.979
43 C -7.470 -4.848 -2.095
44 O -8.097 -4.874 -3.415
45 S -8.732 -3.531 -3.948
46 C -8.602 -3.875 -5.668
47 O -7.884 -2.426 -3.601
48 O -10.115 -3.465 -3.589
49 H -8.999 -3.790 -0.995
50 H -7.949 -4.838 -0.030
51 H -9.220 -5.545 -1.047
52 H -6.750 -4.036 -2.071
53 H -6.925 -5.790 -2.066
54 H -7.552 -3.942 -5.935
55 H -9.082 -3.046 -6.184
56 H -9.126 -4.805 -5.873
57 C -3.574 1.756 8.623
58 C -2.389 2.468 8.013
59 O -1.790 1.715 6.919
60 S -2.544 1.739 5.526
61 C -1.226 1.150 4.525
62 O -2.852 3.098 5.190
63 O -3.603 0.777 5.530
64 H -4.404 1.687 7.923
65 H -3.901 2.316 9.500
66 H -3.299 0.749 8.936
67 H -2.650 3.457 7.638
68 H -1.570 2.567 8.721
69 H -0.417 1.874 4.546
70 H -1.633 1.051 3.519
71 H -0.909 0.183 4.906
72 C 6.337 3.375 -2.808
73 C 5.975 2.363 -3.868
74 O 6.216 0.998 -3.422
75 S 5.201 0.365 -2.397
76 C 5.749 -1.298 -2.522
77 O 3.867 0.499 -2.908
78 O 5.463 0.857 -1.076
79 H 5.671 3.309 -1.950
80 H 6.264 4.380 -3.227
81 H 7.362 3.214 -2.470
82 H 4.934 2.440 -4.183
83 H 6.614 2.447 -4.743
84 H 5.558 -1.655 -3.530
85 H 5.173 -1.864 -1.793
86 H 6.809 -1.329 -2.281
87 C 13.224 2.444 -1.171
88 C 12.637 2.037 0.160
89 O 11.236 2.414 0.290
90 S 10.172 1.518 -0.469
91 C 8.739 2.061 0.386
92 O 10.433 0.140 -0.177
93 O 10.085 1.922 -1.840
94 H 12.771 1.894 -1.994
95 H 14.294 2.235 -1.157
96 H 13.081 3.510 -1.345
97 H 12.715 0.964 0.335
98 H 13.111 2.561 0.986
99 H 8.812 1.761 1.428
100 H 7.890 1.576 -0.095
101 H 8.662 3.141 0.287

Here is a molecular structure, C28H32N2O3 in a non-equilibrium geometry from OMol25. Energies are from ωB97M-V with the def2-TZVPD basis set.

Calculated values
**LUMO energy**: 0.139 eV
**Calculated total energy**: -1420.54740 Eh
**Kohn-Sham gap**: 7.688 eV

Element x y z (Å)
1 C -0.635 0.713 4.624
2 C -1.256 0.413 3.135
3 O -1.496 -0.936 2.999
4 C -2.125 -1.398 2.029
5 C -2.611 -2.668 2.146
6 C -3.003 -3.363 1.138
7 C -3.250 -2.711 0.073
8 C -3.008 -1.169 -0.231
9 C -2.365 -0.550 0.880
10 H -2.172 0.364 0.827
11 H -2.991 -0.624 -1.154
12 O -3.845 -3.172 -1.172
13 C -4.346 -2.653 -2.294
14 C -2.814 -2.261 -3.120
15 C -1.788 -2.851 -2.922
16 C -0.450 -2.553 -3.348
17 C -0.632 -1.446 -4.142
18 C -1.689 -0.713 -4.367
19 C -2.889 -1.096 -4.016
20 H -3.687 -0.599 -3.967
21 H -1.753 0.311 -5.082
22 H 0.591 -1.034 -4.643
23 C 0.841 -3.304 -3.333
24 O 0.984 -4.536 -3.511
25 N 1.790 -2.381 -3.015
26 C 1.819 -1.343 -2.338
27 C 2.821 -0.539 -2.401
28 C 3.112 0.805 -2.146
29 C 2.078 1.245 -1.099
30 C 0.909 0.388 -0.910
31 C 0.874 -0.761 -1.553
32 H -0.091 -1.323 -1.215
33 H 0.153 0.818 -0.345
34 C 1.968 2.682 -0.551
35 N 1.870 2.657 0.868
36 C 3.177 1.993 1.296
37 C 2.665 1.958 2.854
38 C 2.661 3.011 3.666
39 C 1.409 3.896 2.818
40 C 1.883 4.005 1.363
41 H 0.853 4.257 0.873
42 H 2.826 4.544 1.328
43 H 0.475 3.342 3.051
44 H 1.126 4.879 3.364
45 H 2.294 3.216 4.629
46 H 3.276 3.719 3.460
47 H 1.808 1.098 3.112
48 H 3.486 1.225 3.444
49 H 3.175 1.108 0.867
50 H 4.089 2.662 1.354
51 H 3.000 3.193 -1.012
52 H 1.223 3.288 -1.124
53 H 3.804 1.349 -2.405
54 H 3.727 -1.017 -3.080
55 H 2.648 -3.263 -2.847
56 H -1.541 -4.014 -2.305
57 H -4.906 -1.788 -2.201
58 H -4.581 -3.438 -2.904
59 H -3.186 -4.410 0.980
60 H -2.073 -3.601 3.021
61 H -0.550 0.780 2.447
62 H -2.064 1.000 3.037
63 H 0.179 0.237 4.762
64 H -1.311 0.560 5.514
65 H -0.487 1.802 4.795

Here is a molecular structure, C23H29AsN4RuSSi2 from OMol25. Energies are from ωB97M-V with the def2-TZVPD basis set.

Calculated values
**LUMO energy (alpha / beta)**: -3.438 / -3.894 eV
**Calculated total energy**: -4420.64552 Eh
**2S+1**: 2
**Net charge**: +1
**Kohn-Sham gap (alpha / beta)**: 6.698 / 6.927 eV

Element x y z (Å)
1 Ru 0.886 1.331 1.177
2 C 1.113 2.261 3.165
3 C 1.518 3.191 2.184
4 C 2.618 2.626 1.462
5 C 2.887 1.350 2.031
6 C 1.955 1.107 3.079
7 H 0.295 2.396 3.855
8 H 1.067 4.153 2.005
9 H 3.185 3.104 0.681
10 H 3.672 0.685 1.713
11 H 1.944 0.255 3.735
12 S -6.138 2.066 -1.493
13 N -4.764 2.748 -1.986
14 C -3.806 2.287 -1.198
15 C -2.400 2.637 -1.288
16 C -1.868 3.523 -2.224
17 C -0.508 3.747 -2.217
18 C 0.291 3.087 -1.290
19 N -0.205 2.253 -0.380
20 C -1.537 2.032 -0.375
21 C -2.020 1.109 0.640
22 N -1.081 0.598 1.462
23 C -1.462 -0.276 2.389
24 C -2.786 -0.671 2.547
25 C -3.754 -0.151 1.715
26 C -3.367 0.760 0.733
27 C -4.275 1.371 -0.220
28 N -5.579 1.156 -0.288
29 H -2.523 4.007 -2.936
30 H -0.048 4.422 -2.925
31 H 1.363 3.229 -1.267
32 H -0.676 -0.669 3.018
33 H -3.037 -1.379 3.324
34 H -4.794 -0.434 1.803
35 C 3.872 -3.000 -0.421
36 Si 2.413 -2.552 0.653
37 C 1.113 -3.900 0.663
38 C 2.953 -2.263 2.418
39 As 1.394 -0.587 -0.197
40 Si 0.171 -1.287 -2.101
41 C 1.168 -2.548 -3.052
42 C -0.138 0.188 -3.207
43 C -1.459 -2.002 -1.517
44 H 4.333 -3.919 -0.052
45 H 4.629 -2.214 -0.404
46 H 3.580 -3.163 -1.459
47 H 1.540 -4.815 1.082
48 H 0.738 -4.138 -0.332
49 H 0.263 -3.615 1.286
50 H 3.370 -3.193 2.813
51 H 2.102 -1.992 3.045
52 H 3.717 -1.495 2.519
53 H 2.120 -2.127 -3.381
54 H 0.609 -2.841 -3.944
55 H 1.376 -3.453 -2.482
56 H 0.791 0.704 -3.456
57 H -0.821 0.905 -2.753
58 H -0.592 -0.151 -4.142
59 H -1.314 -2.855 -0.852
60 H -2.047 -2.340 -2.375
61 H -2.050 -1.255 -0.983